1.
{"formula": "C4H7NO2", "method": "ωB97M-V/def2-TZVPD", "symbols": ["N", "C", "O", "C", "C", "C", "O", "H", "H", "H", "H", "H", "H", "H"], "positions_angstrom": [[-1.9577, -0.2649, -0.1566], [-0.6879, 0.1251, 0.2527], [-0.6354, 0.1740, 1.6297], [0.5729, 1.2220, -0.3290], [0.4544, -0.2461, -0.5955], [1.4273, -1.1976, 0.0086], [2.5117, -0.8935, 0.4411], [-2.1059, -0.7471, -1.0276], [-2.7711, -0.0658, 0.4071], [-0.0072, 0.9019, 1.7151], [1.5381, 1.4517, 0.1730], [0.3870, 1.9243, -1.1337], [0.1548, -0.5280, -1.6016], [1.0472, -2.2382, 0.0608]], "forces_ev_per_a": [[0.079, 0.571, -0.183], [0.388, 0.553, -0.503], [0.546, -0.113, 0.147], [-0.490, -0.173, -0.433], [0.179, -0.409, -0.251], [0.373, -0.050, 0.010], [-0.432, -0.098, -0.081], [0.177, 0.153, 0.191], [0.339, 0.248, -0.119], [-0.104, -0.100, 0.878], [-1.055, -0.033, 0.453], [-0.220, -0.296, -0.113], [0.018, -0.251, -0.035], [0.201, -0.002, 0.040]], "lowdin_charge": [0.1453, -0.4922, 0.0339, -0.0027, -0.2716, -0.2224, 0.0689, 0.0941, 0.1000, 0.0979, 0.0958, 0.0723, 0.1473, 0.1334], "orbital_gap_ev": 9.138, "charge": 0, "de_lowest_kcal_mol": 77.2, "e_tot_ha": -361.75775}

***

2.
{"formula": "C26H63BrFIN8OP", "method": "ωB97M-V/def2-TZVPD", "symbols": ["O", "P", "Br", "N", "C", "N", "C", "N", "F", "N", "I", "H", "H", "H", "C", "C", "N", "C", "C", "C", "C", "H", "H", "H", "H", "H", "H", "H", "H", "H", "H", "H", "H", "H", "H", "H", "C", "C", "N", "C", "C", "C", "C", "H", "H", "H", "H", "H", "H", "H", "H", "H", "H", "H", "H", "H", "H", "H", "C", "C", "N", "C", "C", "C", "C", "H", "H", "H", "H", "H", "H", "H", "H", "H", "H", "H", "H", "H", "H", "H", "C", "C", "N", "C", "C", "C", "C", "H", "H", "H", "H", "H", "H", "H", "H", "H", "H", "H", "H", "H", "H", "H"], "positions_angstrom": [[4.4913, -0.8063, -2.3187], [4.3733, 0.7453, -2.7768], [4.9474, 0.6641, -4.9121], [2.5963, 0.8818, -2.8029], [1.9639, 1.9054, -2.2158], [0.6524, 1.7917, -2.3208], [0.4529, 0.6701, -3.0004], [-0.7394, 0.1784, -3.3182], [-1.8110, 0.8692, -2.9002], [1.6225, 0.0751, -3.3346], [1.8554, -1.6559, -4.3892], [3.7273, -1.0282, -1.7693], [2.4240, 2.7203, -1.6891], [-0.9271, -0.6673, -3.8284], [-0.0917, -3.5484, -8.4548], [-1.4603, -3.3360, -7.8252], [-1.7723, -1.9416, -7.5573], [-2.9504, -1.7734, -6.7203], [-4.3052, -2.2332, -7.2674], [-1.6726, -1.0398, -8.6953], [-2.5301, -1.3412, -9.9305], [0.6953, -3.1026, -7.8426], [0.1123, -4.6158, -8.5392], [-0.0277, -3.1273, -9.4577], [-1.4791, -3.8711, -6.8713], [-2.2155, -3.8164, -8.4637], [-3.0234, -0.7186, -6.4364], [-2.7643, -2.3146, -5.7836], [-4.6943, -1.5478, -8.0175], [-5.0356, -2.2653, -6.4571], [-4.2573, -3.2317, -7.7007], [-0.6261, -1.0093, -9.0093], [-1.8848, -0.0252, -8.3494], [-2.5125, -2.3983, -10.1974], [-2.1455, -0.7841, -10.7861], [-3.5665, -1.0388, -9.7946], [3.8646, -0.4859, 1.6517], [2.4402, -0.5295, 1.1185], [1.8486, -1.8503, 1.1387], [0.6064, -1.9095, 0.3936], [-0.5862, -1.0819, 0.8909], [1.8549, -2.5344, 2.4222], [1.1676, -1.8393, 3.6032], [4.5133, -1.1839, 1.1198], [4.2721, 0.5184, 1.5225], [3.9090, -0.7183, 2.7149], [2.4669, -0.1806, 0.0737], [1.8361, 0.2056, 1.6727], [0.2943, -2.9532, 0.3036], [0.8342, -1.5891, -0.6364], [-1.0567, -1.5323, 1.7623], [-1.3497, -1.0313, 0.1106], [-0.3074, -0.0572, 1.1383], [2.8941, -2.7267, 2.6975], [1.4234, -3.5279, 2.2860], [1.4107, -0.7772, 3.6642], [1.4944, -2.3002, 4.5364], [0.0841, -1.9450, 3.5615], [-3.1217, -4.0379, 4.6925], [-3.9674, -3.3433, 5.7496], [-3.1874, -2.8187, 6.8529], [-3.9980, -2.4032, 7.9856], [-4.9660, -1.2294, 7.7932], [-2.1059, -1.9262, 6.4847], [-2.4602, -0.6586, 5.6934], [-2.5133, -4.8267, 5.1363], [-3.7710, -4.4919, 3.9428], [-2.4613, -3.3418, 4.1714], [-4.6696, -4.0756, 6.1550], [-4.5776, -2.5679, 5.2587], [-3.3316, -2.1808, 8.8229], [-4.5783, -3.2738, 8.3052], [-4.4475, -0.2720, 7.7656], [-5.6615, -1.1890, 8.6332], [-5.5601, -1.3282, 6.8844], [-1.3791, -2.4985, 5.9008], [-1.5624, -1.6402, 7.3880], [-3.1732, -0.8535, 4.8907], [-1.5568, -0.2497, 5.2331], [-2.8687, 0.1184, 6.3365], [2.0990, 3.4513, 3.0558], [2.8098, 4.7887, 3.1447], [3.6088, 5.0965, 1.9737], [4.4882, 6.2402, 2.1725], [3.8497, 7.6146, 2.4024], [2.9272, 5.0458, 0.6983], [1.7012, 5.9476, 0.4959], [2.8075, 2.6436, 2.8582], [1.5992, 3.2358, 4.0004], [1.3341, 3.4420, 2.2763], [3.4818, 4.7620, 4.0052], [2.0618, 5.5670, 3.3609], [5.1705, 6.3032, 1.3205], [5.1248, 6.0120, 3.0320], [3.4475, 8.0382, 1.4834], [4.6065, 8.3107, 2.7670], [3.0539, 7.5822, 3.1462], [2.6131, 4.0079, 0.5219], [3.6570, 5.2518, -0.0902], [1.0335, 5.9328, 1.3574], [1.1252, 5.6020, -0.3668], [1.9823, 6.9789, 0.2955]], "forces_ev_per_a": [[-0.318, 0.400, -0.432], [0.722, 0.192, 0.311], [-0.288, -0.185, 0.196], [0.939, 0.280, -0.098], [-1.166, -0.483, -0.196], [0.003, 0.653, 0.386], [0.156, -0.245, -0.163], [0.496, -0.183, -0.106], [-0.250, 0.069, 0.038], [-0.729, -0.282, -0.148], [0.008, 0.190, 0.071], [0.133, -0.448, 0.389], [0.479, 0.040, 0.015], [-0.268, -0.080, -0.106], [-0.024, 0.001, -0.008], [0.022, -0.092, -0.162], [0.112, 0.116, 0.329], [-0.073, -0.015, 0.187], [-0.074, 0.080, 0.054], [0.153, 0.061, -0.280], [-0.017, 0.106, 0.000], [0.009, 0.076, -0.014], [-0.016, -0.012, 0.000], [0.019, 0.022, 0.007], [-0.123, 0.055, 0.041], [0.015, -0.049, 0.012], [0.031, 0.040, -0.108], [0.047, -0.087, -0.061], [0.027, -0.032, -0.061], [0.013, -0.003, 0.015], [0.026, -0.007, -0.009], [0.009, -0.091, 0.036], [-0.089, -0.045, 0.111], [0.015, -0.011, 0.016], [0.014, 0.001, 0.006], [-0.035, -0.085, 0.012], [0.023, 0.065, -0.019], [0.194, 0.118, 0.328], [-0.037, -0.064, -0.465], [-0.228, -0.009, -0.208], [-0.049, -0.032, -0.082], [0.221, -0.058, 0.356], [-0.087, -0.125, 0.025], [-0.034, -0.071, 0.022], [0.000, 0.013, 0.031], [0.006, -0.005, -0.001], [-0.202, -0.054, -0.036], [0.049, 0.096, -0.095], [0.090, -0.032, 0.095], [0.053, 0.034, 0.026], [0.034, 0.036, 0.056], [0.007, -0.014, -0.003], [0.017, 0.005, 0.019], [0.033, 0.082, -0.072], [-0.093, 0.048, -0.134], [0.010, 0.000, -0.026], [0.011, -0.005, -0.002], [-0.019, 0.109, -0.002], [-0.012, -0.009, -0.049], [0.010, 0.025, -0.177], [0.019, -0.011, 0.169], [-0.126, -0.068, 0.170], [0.025, 0.046, 0.086], [0.226, 0.049, -0.225], [0.141, 0.081, 0.041], [0.035, 0.033, 0.031], [-0.013, 0.000, 0.002], [0.006, -0.004, 0.006], [-0.023, 0.058, 0.100], [-0.025, -0.035, -0.023], [0.078, 0.029, -0.059], [0.003, -0.038, -0.090], [0.003, 0.009, -0.070], [0.000, -0.021, 0.006], [0.011, -0.015, -0.018], [-0.064, -0.046, -0.024], [-0.138, -0.030, 0.106], [-0.019, -0.038, 0.020], [0.007, -0.010, 0.011], [-0.101, 0.004, -0.049], [-0.066, -0.146, -0.030], [-0.213, 0.027, 0.014], [0.284, 0.044, -0.039], [0.203, 0.082, 0.075], [0.051, 0.034, -0.071], [-0.253, -0.149, -0.173], [0.007, -0.027, -0.160], [0.020, 0.021, -0.039], [-0.008, 0.008, 0.007], [0.004, -0.006, 0.008], [0.068, 0.080, -0.033], [0.000, -0.010, 0.030], [-0.066, -0.044, -0.064], [-0.068, -0.066, 0.038], [-0.066, -0.015, 0.009], [0.016, -0.015, 0.010], [-0.011, -0.021, 0.006], [-0.014, -0.005, 0.132], [0.094, 0.099, 0.094], [0.015, -0.015, 0.024], [-0.002, -0.004, 0.013], [-0.014, 0.038, 0.092]], "lowdin_charge": [-0.3753, 0.5735, 0.3181, -0.3005, -0.1282, 0.1968, -0.4132, 0.0911, 0.0635, -0.4452, 1.0716, 0.0299, 0.1318, 0.1217, -0.0865, -0.2761, -0.2080, -0.2663, -0.0783, -0.2488, -0.0756, 0.0612, 0.0772, 0.0696, 0.1145, 0.1051, 0.1068, 0.0998, 0.0603, 0.0744, 0.0706, 0.0997, 0.1131, 0.0701, 0.0757, 0.0578, -0.0795, -0.2836, -0.1964, -0.2516, -0.0724, -0.2317, -0.0725, 0.0785, 0.0723, 0.0730, 0.0853, 0.0998, 0.1168, 0.0837, 0.0577, 0.0683, 0.0675, 0.1057, 0.1194, 0.0693, 0.0800, 0.0455, -0.0896, -0.2738, -0.2005, -0.2466, -0.0850, -0.2485, -0.0809, 0.0813, 0.0726, 0.0494, 0.1194, 0.1011, 0.1125, 0.1104, 0.0546, 0.0717, 0.0656, 0.0897, 0.1162, 0.0659, 0.0611, 0.0552, -0.0924, -0.2703, -0.2004, -0.2457, -0.0816, -0.2639, -0.0758, 0.0668, 0.0770, 0.0631, 0.1215, 0.1054, 0.1115, 0.1111, 0.0561, 0.0739, 0.0678, 0.0798, 0.1119, 0.0709, 0.0668, 0.0580], "orbital_gap_ev": 4.432, "charge": 1, "e_tot_ha": -4854.28359}

***

3.
{"formula": "H24O12", "method": "ωB97M-V/def2-TZVPD", "symbols": ["O", "H", "H", "O", "H", "H", "O", "H", "H", "O", "H", "H", "O", "H", "H", "O", "H", "H", "O", "H", "H", "O", "H", "H", "O", "H", "H", "O", "H", "H", "O", "H", "H", "O", "H", "H"], "positions_angstrom": [[-1.1179, -2.3011, 0.7724], [-1.3899, -2.6791, 1.6264], [-0.1759, -2.2171, 0.7024], [1.0651, 1.1309, 2.3444], [2.0271, 1.1669, 2.1114], [0.6801, 1.9459, 2.1304], [1.5981, -1.6101, 1.9144], [0.9601, -2.0521, 2.4634], [1.3351, -0.7131, 1.9564], [2.3771, 0.4999, -0.9756], [2.9331, -0.0481, -1.5786], [2.8781, 0.4489, -0.1386], [-1.5089, -0.9391, -1.7266], [-1.0179, -0.3501, -1.1166], [-2.0009, -0.3111, -2.2856], [-0.1899, 0.7619, -0.1846], [0.7331, 0.8969, -0.4566], [-0.2539, 0.4069, 0.6754], [1.1611, -2.7371, -1.1476], [1.3201, -1.8311, -1.3396], [0.6561, -2.9801, -1.8806], [-3.4039, -0.9431, 0.8374], [-3.5269, -1.0371, -0.1186], [-2.5479, -1.3891, 0.9954], [-3.0169, 1.6879, -0.3666], [-3.2429, 1.5209, 0.5284], [-2.0389, 1.7249, -0.4206], [0.1631, 1.8079, -3.0896], [-0.0539, 2.2559, -2.2866], [1.1201, 2.0589, -3.2056], [-1.6859, -0.3331, 3.1594], [-1.0079, -0.2501, 3.8724], [-2.4229, -0.6731, 3.7114], [2.9131, 2.5169, -2.7766], [3.7971, 2.7689, -2.5356], [2.8871, 1.7959, -2.1706]], "forces_ev_per_a": [[-1.279, -0.495, 0.481], [0.760, 0.078, -0.399], [0.976, -0.270, 0.028], [2.299, -2.073, 0.391], [-1.323, 0.401, 0.507], [-0.781, 1.937, -0.588], [0.890, -1.187, -0.470], [-0.289, -0.411, 0.428], [-0.650, 1.507, 0.176], [1.684, -0.773, 0.065], [-0.791, 0.250, 0.451], [-0.311, -0.049, -0.417], [-0.328, 0.315, -0.508], [-0.330, -0.346, -0.404], [0.327, -0.380, 0.254], [-0.071, 1.355, -1.609], [-0.425, -0.441, 0.238], [0.129, -0.654, 1.665], [1.302, -0.315, 1.774], [0.201, 1.388, 0.062], [-1.626, -0.947, -1.754], [-0.184, -0.244, 0.210], [0.214, 0.114, 0.251], [-0.465, 0.601, -0.513], [0.977, 0.855, -1.707], [-0.138, -0.595, 1.255], [-0.885, -0.228, 0.307], [1.760, -0.099, -0.801], [-0.514, 0.460, 0.805], [-1.450, -0.246, -0.154], [0.358, -0.377, 1.946], [-0.359, 0.149, -0.988], [0.136, 0.297, -0.911], [0.432, 0.471, -0.383], [0.838, 1.130, -0.555], [-1.083, -1.176, 0.867]], "lowdin_charge": [-0.0538, 0.0691, -0.0042, -0.0296, 0.0865, 0.0373, -0.0196, 0.0369, -0.0461, -0.0480, 0.1126, 0.0893, -0.0887, -0.0327, 0.0474, -0.0428, 0.0209, 0.0138, -0.0036, -0.0073, 0.0177, -0.0967, 0.0321, -0.0353, -0.0585, 0.0011, 0.0104, -0.0529, 0.0056, 0.0189, -0.0749, 0.0526, 0.0637, -0.0343, 0.0481, -0.0349], "orbital_gap_ev": 8.897, "charge": 0, "de_lowest_kcal_mol": 58.0, "e_tot_ha": -917.23291}